#1
# C5H6O2

A molecular structure, C5H6O2 (ωB97M-V/def2-TZVPD, the Open Molecules 2025 dataset).

Structure (XYZ):
```
13
Properties=species:S:1:pos:R:3:nbo_charge:R:1
O 2.04 -1.04 0.43 -0.761
C 0.56 -0.52 0.58 0.010
C 0.33 0.89 -0.06 0.012
O 0.41 0.24 -1.35 -0.482
C -0.33 -0.81 -0.68 0.016
C -1.64 -0.09 -0.34 -0.202
C -1.18 1.09 0.10 -0.207
H 2.57 -0.41 0.95 0.459
H 0.86 -1.05 1.50 0.278
H 1.03 1.71 0.08 0.208
H -0.34 -1.77 -1.20 0.215
H -2.65 -0.47 -0.42 0.227
H -1.69 1.97 0.50 0.227
```

* HOMO: -9.674 eV
* E_LUMO: 0.962 eV
* gap between HOMO and LUMO: 10.64 eV
* net charge: 0


#2
# C5H6O2

C5H6O2 in the gas phase (ωB97M-V/def2-TZVPD, the Open Molecules 2025 dataset).

Structure (XYZ):
```
13
Properties=species:S:1:pos:R:3:nbo_charge:R:1
C 1.62 -0.94 0.00 0.042
C 1.19 0.35 0.10 0.043
C -1.14 -1.28 0.23 -0.061
C -0.12 1.10 0.08 -0.396
C -1.22 0.09 -0.35 -0.506
O 2.93 -0.55 -0.05 -0.237
O 2.51 0.79 0.13 -0.223
H -0.76 -2.01 -0.40 0.202
H -1.23 -1.62 1.29 0.209
H -0.45 1.55 0.99 0.213
H -0.05 1.87 -0.67 0.228
H -1.22 -0.06 -1.38 0.232
H -2.07 0.71 0.05 0.254
```

* HOMO (spin up / spin down): -8.000 / -7.961 eV
* E_LUMO (spin up / spin down): -2.204 / -2.212 eV
* gap between HOMO and LUMO (spin up / spin down): 5.80 / 5.75 eV
* net charge: 0


Question: of the structures shown, which is the most stable? Reply: #1.